--- i ---
{"formula": "C6H14N2", "method": "ωB97M-V/def2-TZVPD", "homo_lumo_gap_ha": 0.34586, "total_charge": 0, "e_lumo_ev": 1.072, "homo_ev": -8.34, "species": ["C", "C", "C", "C", "N", "N", "C", "C", "H", "H", "H", "H", "H", "H", "H", "H", "H", "H", "H", "H", "H", "H"], "xyz": [[-0.4620, 0.3950, 0.9373], [-0.8740, 0.7911, -0.4606], [0.3662, -0.2610, -1.4948], [-0.3038, -1.6035, -1.7494], [-1.2158, -0.7178, 1.5092], [-0.6197, 1.4994, 1.8798], [0.9811, -0.0795, 0.6867], [2.0450, 0.7597, 0.6485], [-1.2737, -1.4905, 0.8562], [-2.1609, -0.4012, 1.6993], [-0.1040, 2.3166, 1.5779], [-0.2724, 1.2166, 2.7901], [-0.5334, 1.7818, -0.7454], [-1.9035, 0.5507, -0.7115], [1.0776, -1.1471, 0.8437], [0.2596, 0.4007, -2.3535], [1.4468, -0.3967, -1.5447], [0.1200, -2.0728, -2.6403], [-1.3768, -1.5004, -1.9023], [-0.1461, -2.2859, -0.9127], [1.9278, 1.8295, 0.7418], [3.0220, 0.4151, 0.3446]]}

--- ii ---
{"formula": "C6H14N2", "method": "ωB97M-V/def2-TZVPD", "homo_lumo_gap_ha": [0.21559, 0.29226], "total_charge": 0, "e_lumo_ev": [0.382, 0.999], "homo_ev": [-5.48, -6.95], "species": ["C", "C", "C", "C", "C", "C", "N", "N", "H", "H", "H", "H", "H", "H", "H", "H", "H", "H", "H", "H", "H", "H"], "xyz": [[-0.1232, 0.6116, -0.5090], [-0.6467, -0.4329, 0.1587], [-2.6842, 0.7778, -0.5294], [0.3478, 0.5672, -1.9124], [2.3577, -1.4596, 1.8350], [2.0130, -0.8528, 0.4995], [-3.2113, 1.4874, 0.5395], [2.7998, -0.7164, -0.4696], [0.0448, 1.5332, 0.0391], [3.7669, -1.0657, -0.3044], [-2.7929, 2.3852, 0.7334], [-3.3892, 0.9633, 1.3835], [-0.7897, -1.3881, -0.3274], [-0.8823, -0.3689, 1.2110], [-2.4711, 1.3608, -1.4159], [-3.1313, -0.1911, -0.7120], [-0.1031, -0.2576, -2.4666], [0.1636, 1.5067, -2.4379], [1.4334, 0.3856, -1.8753], [2.1647, -0.7405, 2.6362], [1.7195, -2.3263, 2.0295], [3.4138, -1.7790, 1.8943]]}

Result of the stability comparison: i is the most stable of them.

--- i ---
{"formula": "C3H5ClFN", "method": "ωB97M-V/def2-TZVPD", "homo_lumo_gap_ha": 0.30488, "total_charge": 0, "e_lumo_ev": -1.041, "homo_ev": -9.34, "species": ["C", "C", "C", "H", "H", "H", "H", "H", "N", "F", "Cl"], "xyz": [[-0.5697, 0.6872, 0.4811], [-0.7014, -0.8125, 0.5470], [0.3449, -0.2647, -0.3793], [-3.0764, 0.6380, 0.5499], [-1.4539, 1.6502, -1.2681], [0.0796, 0.9323, 1.3454], [-0.3269, -1.4876, 1.4089], [0.0391, -0.7225, -1.3646], [-1.6744, 1.4748, -0.1469], [-1.7040, -1.1493, -0.3142], [2.1972, 0.0794, -0.0416]]}

--- ii ---
{"formula": "C3H5ClFN", "method": "ωB97M-V/def2-TZVPD", "homo_lumo_gap_ha": 0.38198, "total_charge": 0, "e_lumo_ev": 0.912, "homo_ev": -9.48, "smiles": "NC/C(Cl)=C\\F", "species": ["N", "C", "C", "Cl", "C", "F", "H", "H", "H", "H", "H"], "xyz": [[1.6898, -0.0448, 0.5688], [0.3370, -0.7222, 0.2930], [-0.6911, 0.4465, 0.1953], [-0.7053, 1.4033, 1.5635], [-1.4736, 0.4696, -0.7856], [-1.9571, -0.3616, -1.7698], [2.1723, 0.8542, -0.1368], [2.3636, -0.7081, 0.5261], [0.1898, -1.3996, 1.0589], [0.2947, -1.1690, -0.7205], [-2.2202, 1.2318, -0.7929]]}

Result of the stability comparison: ii is the most stable of them.

--- i ---
{"formula": "CHN2O2P", "method": "ωB97M-V/def2-TZVPD", "homo_lumo_gap_ha": 0.38123, "total_charge": 0, "e_lumo_ev": -0.782, "homo_ev": -11.16, "smiles": "N#CP[N+](=O)[O-]", "species": ["N", "C", "P", "N", "O", "O", "H"], "xyz": [[0.3477, 2.8546, -0.5271], [0.3845, 1.8299, -0.1070], [0.3303, 0.3695, 0.9271], [1.8418, -0.2271, 0.0045], [2.6971, 0.6474, 0.1197], [1.8706, -1.2640, -0.5921], [-0.5519, -0.5430, 0.3629]]}

--- ii ---
{"formula": "CHN2O2P", "method": "ωB97M-V/def2-TZVPD", "homo_lumo_gap_ha": 0.38512, "total_charge": 0, "e_lumo_ev": -0.590, "homo_ev": -11.07, "smiles": "N#CP[N+](=O)[O-]", "species": ["N", "C", "P", "N", "O", "O", "H"], "xyz": [[1.3719, -2.0627, 0.3322], [1.1149, -0.9603, 0.5410], [0.4911, 0.7033, 0.6973], [-1.0975, 0.4239, -0.1604], [-1.8800, -0.3854, 0.2499], [-1.1980, 1.0860, -1.1661], [1.1976, 1.1952, -0.4938]]}

Result of the stability comparison: ii is the most stable of them.

--- i ---
{"formula": "C2H4O2", "method": "ωB97M-V/def2-TZVPD", "homo_lumo_gap_ha": 0.38417, "total_charge": 0, "e_lumo_ev": 0.579, "homo_ev": -9.87, "smiles": "C=O.C=O", "species": ["C", "O", "H", "H", "C", "O", "H", "H"], "xyz": [[-2.0962, -0.1463, -0.4363], [-1.1102, -0.6414, 0.0193], [-3.0331, -0.2205, 0.1345], [-2.1203, 0.3788, -1.4019], [2.0735, 0.1472, 0.4316], [3.1276, 0.3346, 0.9660], [1.6443, 0.9429, -0.2077], [1.5144, -0.7954, 0.4944]]}

--- ii ---
{"formula": "C2H4O2", "method": "ωB97M-V/def2-TZVPD", "homo_lumo_gap_ha": 0.41617, "total_charge": 0, "e_lumo_ev": 0.861, "homo_ev": -10.46, "smiles": "O=CCO", "species": ["O", "C", "C", "O", "H", "H", "H", "H"], "xyz": [[0.9180, -0.7871, -1.2390], [-0.0368, -0.8130, -0.4947], [-0.2948, 0.2975, 0.4916], [0.4307, 1.4317, 0.1378], [-0.7673, -1.6407, -0.4758], [-0.0089, -0.0985, 1.4861], [-1.3709, 0.5164, 0.5412], [1.1301, 1.0935, -0.4472]]}

--- iii ---
{"formula": "C2H4O2", "method": "ωB97M-V/def2-TZVPD", "homo_lumo_gap_ha": 0.39533, "total_charge": 0, "e_lumo_ev": 0.612, "homo_ev": -10.15, "smiles": "C=O.C=O", "species": ["C", "O", "H", "H", "C", "O", "H", "H"], "xyz": [[-0.6510, -0.8666, 2.1734], [0.4925, -0.9242, 1.6801], [-1.3064, 0.0361, 2.1388], [-1.0597, -1.7655, 2.6935], [0.6655, 0.8616, -2.1648], [-0.2490, 0.0787, -2.3649], [1.0090, 1.1409, -1.1404], [1.0991, 1.4389, -3.0158]]}

Result of the stability comparison: ii is the most stable of them.

--- i ---
{"formula": "C2H4O2", "method": "ωB97M-V/def2-TZVPD", "homo_lumo_gap_ha": 0.38651, "total_charge": 0, "e_lumo_ev": 0.678, "homo_ev": -9.84, "species": ["C", "O", "C", "O", "H", "H", "H", "H"], "xyz": [[-0.9672, -0.2158, 0.0563], [0.2999, -0.6350, 0.5136], [1.6643, 0.3801, -0.0648], [1.5452, 1.5290, -0.0861], [-0.8961, 0.6935, -0.5635], [-1.6053, 0.0188, 0.9162], [-1.4487, -1.0073, -0.5304], [1.4077, -0.7633, -0.2412]]}

--- ii ---
{"formula": "C2H4O2", "method": "ωB97M-V/def2-TZVPD", "homo_lumo_gap_ha": 0.40072, "total_charge": 0, "e_lumo_ev": 0.735, "homo_ev": -10.17, "smiles": "C=O.C=O", "species": ["C", "O", "H", "H", "C", "O", "H", "H"], "xyz": [[-14.6909, 3.0071, -4.7167], [-14.0746, 2.4261, -3.8214], [-15.4962, 3.7529, -4.5151], [-14.6223, 2.6094, -5.7572], [-10.9084, -0.4116, -5.7093], [-11.8416, -0.2693, -6.4563], [-9.9918, -0.9642, -6.0256], [-10.9102, 0.0101, -4.6760]]}

Result of the stability comparison: ii is the most stable of them.

--- i ---
{"formula": "C3H8N", "method": "ωB97M-V/def2-TZVPD", "homo_lumo_gap_ha": [0.34595, 0.34726], "total_charge": 1, "e_lumo_ev": [-5.712, -5.697], "homo_ev": [-15.13, -15.15], "species": ["C", "C", "C", "N", "H", "H", "H", "H", "H", "H", "H", "H"], "xyz": [[-1.2503, 0.8547, 0.0529], [1.3799, 0.6314, 0.0938], [-0.1082, -1.3011, 0.0065], [0.0142, 0.1271, -0.3648], [-1.6841, 0.5756, 0.9970], [-1.3610, 1.8679, -0.2944], [1.8797, 1.3183, -0.5663], [1.5066, 0.7206, 1.1592], [-0.0419, -1.4017, 1.0885], [-1.0699, -1.6867, -0.3360], [0.6950, -1.8837, -0.4429], [0.0398, 0.1775, -1.3935]]}

--- ii ---
{"formula": "C3H8N", "method": "ωB97M-V/def2-TZVPD", "homo_lumo_gap_ha": 0.43752, "total_charge": 1, "e_lumo_ev": -3.824, "homo_ev": -15.73, "smiles": "[NH3+]C1CC1", "species": ["N", "C", "C", "C", "H", "H", "H", "H", "H", "H", "H", "H"], "xyz": [[0.7986, -0.2377, 1.1166], [-0.0213, 0.5583, 0.1783], [-0.0652, 0.3837, -1.2930], [-1.1574, -0.2947, -0.4539], [1.7899, 0.0449, 1.3383], [0.9024, -1.1283, 0.6563], [0.3525, -0.3443, 2.0196], [-0.1123, 1.5889, 0.6610], [0.5386, -0.3916, -1.7756], [-0.2765, 1.1414, -1.8874], [-2.1096, 0.2104, -0.5797], [-1.0159, -1.4142, -0.1888]]}

Result of the stability comparison: ii is the most stable of them.